Here is a molecular structure, C54H133InN9O19 at a distorted geometry from OMol25. Energies are from the ωB97M-V functional and the def2-TZVPD basis.

Calculated values
LUMO level (spin up / spin down) (eV): -0.42 / -4.10
2S+1: 2
M (g mol⁻¹): 1327.5
Gap between HOMO and LUMO (spin up / spin down) (eV): 7.70 / 3.51
Electronic energy (eV): -115630.85284
F_max (eV Å⁻¹): 4.660

Last column: Löwdin charge in e.
Cartesian coordinates (Å):
1 In 9.5906 14.4683 7.4718  1.23
2 C 13.5160 11.2801 8.6333  -0.01
3 C 12.5672 12.2475 8.1578  -0.29
4 C 13.0420 13.2397 7.0396  -0.29
5 O 12.2572 14.1216 6.7544  -0.02
6 C 14.3785 13.0598 6.5075  0.01
7 C 15.2207 12.0793 6.9828  -0.31
8 C 14.7307 11.1278 8.0947  -0.32
9 O 15.4300 10.1216 8.5070  -0.04
10 O 16.3940 12.0697 6.4691  -0.03
11 O 11.4173 12.3393 8.5880  -0.05
12 H 13.1762 10.5262 9.3280  0.11
13 H 14.6947 13.6118 5.6348  0.10
14 C 14.9724 17.8934 4.2219  -0.05
15 C 15.0974 16.4326 4.6574  -0.39
16 C 16.4949 15.7708 4.6718  -0.20
17 O 17.0688 15.9159 3.4314  -0.22
18 C 18.3612 15.4259 3.2165  -0.08
19 N 14.4825 16.3599 5.9859  0.08
20 H 13.9768 18.3185 4.3490  0.06
21 H 15.0183 18.0211 3.1404  0.07
22 H 15.6220 18.5400 4.8119  0.07
23 H 14.3886 15.9064 4.0182  0.12
24 H 16.3873 14.7224 4.9500  0.11
25 H 17.1199 16.2534 5.4233  0.12
26 H 19.0726 16.1069 3.6838  0.09
27 H 18.5618 15.4435 2.1452  0.09
28 H 18.4382 14.4268 3.6454  0.08
29 H 14.4665 15.3696 6.1838  0.03
30 H 15.1070 16.6486 6.7253  0.02
31 C 15.7720 8.3644 11.8599  -0.05
32 C 16.1834 9.1776 13.1209  -0.39
33 C 15.8204 8.5129 14.4243  -0.21
34 O 14.4278 8.3160 14.4026  -0.21
35 C 13.9281 7.5421 15.4990  -0.09
36 N 17.6354 9.3067 12.9509  0.03
37 H 14.7813 7.9099 11.8670  0.05
38 H 16.4061 7.5100 11.6232  0.08
39 H 15.8091 8.9959 10.9723  0.05
40 H 15.8081 10.2006 13.0931  0.12
41 H 16.1497 9.1160 15.2704  0.13
42 H 16.3060 7.5387 14.4806  0.13
43 H 12.8400 7.4796 15.5121  0.07
44 H 14.0634 8.0800 16.4373  0.08
45 H 14.3210 6.5282 15.5756  0.09
46 H 17.8748 9.5955 12.0131  0.03
47 H 18.1007 8.4190 13.0761  0.07
48 C 16.3926 13.6840 0.3026  -0.08
49 C 15.1362 14.0189 0.9426  -0.44
50 C 14.8057 13.3256 2.2664  -0.16
51 O 14.5124 11.9194 2.0440  -0.19
52 C 14.5989 11.1529 3.2305  -0.10
53 N 15.1240 15.4585 1.2007  0.05
54 H 17.2679 13.9468 0.8966  0.07
55 H 16.5461 14.1651 -0.6634  0.09
56 H 16.4625 12.6032 0.1796  0.09
57 H 14.4104 13.7688 0.1687  0.14
58 H 14.0100 13.7708 2.8637  0.11
59 H 15.5948 13.3992 3.0147  0.11
60 H 13.9988 11.5279 4.0596  0.06
61 H 15.6537 11.1513 3.5052  0.07
62 H 14.3658 10.1187 2.9771  0.10
63 H 15.5251 15.9263 0.4004  0.07
64 H 15.7734 15.6149 1.9584  0.03
65 C 8.7567 12.1929 12.1910  -0.05
66 C 8.7722 12.6930 10.7306  -0.41
67 C 7.3155 13.2058 10.4654  -0.15
68 O 7.0585 13.5373 9.0615  -0.30
69 C 5.6427 13.7336 8.8452  -0.09
70 N 9.7792 13.7188 10.6033  0.06
71 H 8.5564 13.0666 12.8111  0.08
72 H 9.7064 11.8042 12.5587  0.06
73 H 7.9642 11.4622 12.3525  0.08
74 H 9.0254 11.8949 10.0326  0.12
75 H 7.1968 14.1625 10.9740  0.13
76 H 6.5996 12.4816 10.8543  0.12
77 H 5.0016 12.9286 9.2044  0.09
78 H 5.4068 13.9258 7.7986  0.08
79 H 5.3441 14.6394 9.3729  0.08
80 H 10.5422 13.1680 10.9704  0.03
81 H 9.7724 14.3650 11.3795  0.09
82 C 18.2511 9.5113 4.2069  -0.06
83 C 17.8610 8.7182 5.4980  -0.39
84 C 18.6419 9.1926 6.7347  -0.14
85 O 20.1099 8.8991 6.6928  -0.19
86 C 20.7996 9.1648 7.9228  -0.13
87 N 16.4555 9.0489 5.5933  0.05
88 H 19.2955 9.3852 3.9215  0.07
89 H 18.0560 10.5836 4.2154  0.06
90 H 17.7275 9.0974 3.3451  0.07
91 H 17.9739 7.6341 5.4910  0.14
92 H 18.1567 8.7893 7.6236  0.11
93 H 18.6758 10.2769 6.8409  0.10
94 H 21.8439 8.8536 7.9502  0.08
95 H 20.4440 8.5536 8.7523  0.08
96 H 20.7875 10.2010 8.2609  0.06
97 H 16.4511 10.0536 5.4905  0.02
98 H 16.0935 9.0247 6.5359  0.04
99 C 7.3661 12.0327 5.3029  -0.08
100 C 8.3794 11.1329 5.8068  -0.46
101 C 9.6731 11.2813 5.0813  -0.15
102 O 10.0959 12.6817 5.0531  -0.26
103 C 11.1322 12.8451 4.0661  -0.08
104 N 8.4983 11.4976 7.2046  0.07
105 H 7.4692 12.1129 4.2207  0.09
106 H 7.4896 13.0824 5.5694  0.06
107 H 6.3737 11.6614 5.5587  0.09
108 H 8.0089 10.1084 5.7714  0.15
109 H 9.6637 10.8266 4.0907  0.13
110 H 10.4656 10.7162 5.5719  0.13
111 H 11.7966 11.9845 3.9881  0.08
112 H 11.6566 13.7924 4.1913  0.08
113 H 10.6602 12.9104 3.0858  0.09
114 H 9.1066 10.7928 7.5962  0.03
115 H 7.6129 11.2304 7.6105  0.08
116 C 9.4988 7.4510 9.1482  -0.04
117 C 9.8655 8.8314 9.6556  -0.41
118 C 10.8551 8.8109 10.9166  -0.17
119 O 10.3744 7.9312 11.8965  -0.20
120 C 11.1840 7.8198 13.0144  -0.11
121 N 10.4791 9.5334 8.5768  0.05
122 H 8.7420 7.6412 8.3871  0.08
123 H 9.0537 6.8504 9.9414  0.08
124 H 10.3471 6.8651 8.7942  0.07
125 H 8.9822 9.4273 9.8854  0.12
126 H 10.7887 9.7696 11.4309  0.10
127 H 11.8828 8.5711 10.6439  0.12
128 H 11.4458 8.8200 13.3596  0.08
129 H 12.0050 7.1614 12.7305  0.09
130 H 10.6534 7.2984 13.8110  0.09
131 H 10.9368 10.3455 8.9655  0.04
132 H 11.2639 8.9082 8.4614  0.04
133 C 13.1536 11.4923 13.5883  -0.05
134 C 13.1504 11.3060 12.0619  -0.26
135 O 12.1476 12.1938 11.4575  -0.12
136 H 13.4192 12.4958 13.9208  0.07
137 H 13.9066 10.8458 14.0389  0.05
138 H 12.1525 11.2330 13.9330  0.07
139 H 12.8921 10.2770 11.8119  0.08
140 H 14.1049 11.4751 11.5635  0.09
141 H 12.1136 11.9930 10.5194  0.02
142 C 13.4819 5.9092 9.3116  -0.06
143 C 13.5935 6.7363 8.0001  -0.28
144 O 12.9542 8.0204 8.0349  -0.09
145 H 12.4368 5.8571 9.6169  0.06
146 H 14.0301 6.3892 10.1224  0.05
147 H 13.8636 4.9216 9.0527  0.07
148 H 13.1484 6.1229 7.2167  0.10
149 H 14.6059 6.7398 7.5962  0.11
150 H 13.6328 8.6143 8.3643  0.04
151 C 19.9239 11.5310 10.8819  -0.08
152 C 18.6260 11.5797 10.1647  -0.33
153 O 18.1008 10.2905 10.0977  -0.10
154 H 20.3566 12.5271 10.9749  0.08
155 H 20.7117 10.9129 10.4514  0.06
156 H 19.8643 11.1821 11.9128  0.07
157 H 18.6681 11.9995 9.1597  0.10
158 H 17.8955 12.1795 10.7076  0.09
159 H 17.2623 10.3353 9.6324  0.04
160 C 20.7796 14.2144 6.2109  -0.06
161 C 19.4838 13.4180 6.3070  -0.36
162 O 18.4907 14.0232 7.0205  -0.08
163 H 21.0306 14.3828 7.2581  0.07
164 H 20.6747 15.2213 5.8069  0.06
165 H 21.5388 13.6988 5.6228  0.08
166 H 19.6168 12.4637 6.8166  0.10
167 H 19.1230 13.2514 5.2920  0.09
168 H 17.7528 13.4117 6.9645  0.04
169 C 9.0264 15.4217 3.4617  -0.08
170 O 9.8180 15.5357 4.6394  -0.29
171 C 10.6774 16.6558 4.5342  -0.19
172 C 11.3390 17.1306 5.8596  -0.18
173 N 10.2413 17.4219 6.8123  -0.07
174 C 10.7856 18.1370 7.9335  -0.22
175 C 11.8956 17.5102 8.7289  -0.20
176 O 11.6182 16.1224 8.9876  -0.27
177 C 12.5858 15.4059 9.7948  -0.06
178 H 8.6426 14.4015 3.4557  0.08
179 H 9.6846 15.4028 2.5931  0.09
180 H 8.3051 16.2350 3.3823  0.10
181 H 10.1270 17.4639 4.0523  0.12
182 H 11.5053 16.3560 3.8917  0.12
183 H 11.9539 18.0220 5.7355  0.11
184 H 11.9777 16.3751 6.3172  0.07
185 H 9.6575 18.1267 6.3850  0.12
186 H 10.0410 18.4871 8.6484  0.12
187 H 11.1768 19.0982 7.6002  0.12
188 H 12.0186 17.9792 9.7052  0.13
189 H 12.8724 17.5731 8.2492  0.09
190 H 13.5376 15.4963 9.2715  0.07
191 H 12.2984 14.3670 9.9568  0.06
192 H 12.7352 15.8757 10.7669  0.10
193 C 14.5950 20.3382 10.1648  -0.11
194 O 14.0775 19.6529 9.0542  -0.20
195 C 14.9587 19.4094 7.9632  -0.21
196 C 15.9986 18.3802 8.2610  -0.21
197 N 15.5072 17.0498 8.5702  -0.08
198 C 16.6452 16.1141 8.6914  -0.17
199 C 16.2073 14.7588 9.2155  -0.21
200 O 15.6894 14.9622 10.5037  -0.18
201 C 15.2032 13.8019 11.1041  -0.11
202 H 15.0129 21.3066 9.8899  0.09
203 H 15.3528 19.8314 10.7623  0.08
204 H 13.8258 20.4027 10.9345  0.09
205 H 15.4298 20.3351 7.6326  0.12
206 H 14.3684 19.0608 7.1157  0.11
207 H 16.5333 18.6898 9.1590  0.11
208 H 16.6719 18.2575 7.4126  0.12
209 H 14.9713 17.0047 9.4251  0.10
210 H 17.3862 16.5560 9.3575  0.12
211 H 17.1026 15.9359 7.7182  0.09
212 H 17.0755 14.1023 9.2731  0.11
213 H 15.5141 14.3016 8.5094  0.11
214 H 14.4838 13.2567 10.4931  0.07
215 H 14.8016 14.0402 12.0890  0.10
216 H 16.0367 13.1311 11.3126  0.08